# 1
This record from OMol25 describes a molecular structure, C41H47B2NO4S2Zr. The level of theory is wB97M-V/def2-TZVPD.

Last column: Löwdin charge in e.
Positions of all 98 atoms, in Å:
Zr1 1.3056 -0.1694 0.4076  1.160
C1 -2.5290 0.8177 -1.9605  -0.046
C2 -2.7289 -0.3374 -2.9398  -0.371
C3 -3.9839 -1.1211 -2.5762  -0.082
C4 -1.4764 -1.1906 -3.0379  -0.194
C5 -0.2873 -0.6211 -3.5035  -0.030
C6 0.8621 -1.3859 -3.6616  -0.037
C7 0.8632 -2.7483 -3.3741  -0.286
C8 2.0847 -3.5815 -3.6392  -0.045
C9 -0.3100 -3.3066 -2.8848  -0.058
C10 -1.4576 -2.5411 -2.7106  -0.031
H1 -3.4168 1.4527 -1.9149  0.090
H2 -1.6888 1.4463 -2.2566  0.069
H3 -2.3268 0.4400 -0.9542  0.081
H4 -2.8857 0.0983 -3.9338  0.142
H5 -3.9090 -1.5361 -1.5664  0.080
H6 -4.1749 -1.9445 -3.2669  0.080
H7 -4.8515 -0.4595 -2.5914  0.079
H8 -0.2547 0.4336 -3.7565  0.118
H9 1.7725 -0.9180 -4.0203  0.120
H10 2.1999 -3.7817 -4.7073  0.085
H11 2.0221 -4.5449 -3.1298  0.071
H12 2.9883 -3.0776 -3.2941  0.064
H13 -0.3382 -4.3697 -2.6618  0.105
H14 -2.3537 -3.0185 -2.3355  0.102
S1 1.8436 -0.7269 2.7648  0.617
C11 3.1455 0.2445 3.4245  -0.663
C12 3.6468 0.0009 4.7001  -0.133
C13 4.6710 0.7853 5.2062  -0.110
C14 5.1915 1.8219 4.4409  -0.106
C15 4.6896 2.0738 3.1753  -0.127
C16 3.6641 1.2878 2.6514  -0.676
S2 3.0285 1.6011 1.0500  0.612
H15 3.2242 -0.8020 5.2920  0.093
H16 5.0588 0.5918 6.1985  0.095
H17 5.9908 2.4359 4.8375  0.097
H18 5.0899 2.8849 2.5800  0.097
C17 2.3700 -4.1532 2.4965  0.001
N1 1.6244 -4.7905 1.3716  -0.171
C18 0.3277 -5.3506 1.8357  0.016
C19 1.3927 -3.8280 0.2242  -0.099
C20 2.6605 -3.2368 -0.3117  -0.297
C21 3.7048 -4.0848 -0.6815  -0.086
C22 4.8754 -3.5645 -1.2041  -0.095
C23 4.9815 -2.1927 -1.3910  -0.087
C24 3.9321 -1.3577 -1.0321  -0.125
C25 2.7430 -1.8441 -0.4559  -0.189
H19 2.5613 -4.9089 3.2555  0.105
H20 1.7651 -3.3424 2.8938  0.041
H21 3.2972 -3.7410 2.1095  0.104
H22 2.1963 -5.5565 1.0190  0.162
H23 -0.2947 -4.5248 2.1738  0.096
H24 0.5088 -6.0481 2.6497  0.105
H25 -0.1604 -5.8499 1.0024  0.110
H26 0.7297 -3.0613 0.6190  0.065
H27 0.8261 -4.3858 -0.5254  0.126
H28 3.6113 -5.1670 -0.5940  0.108
H29 5.6879 -4.2237 -1.4839  0.103
H30 5.8863 -1.7705 -1.8121  0.104
H31 4.0563 -0.2909 -1.1767  0.077
C26 -3.5371 7.1458 -0.5318  -0.074
C27 -2.3251 6.7123 -1.3567  -0.562
C28 -2.7578 6.6332 -2.8283  -0.049
C29 -1.2348 7.7821 -1.2040  -0.047
C30 -1.7684 5.3575 -0.9155  -0.165
C31 -2.3109 4.6405 0.1489  -0.020
C32 -1.8107 3.4037 0.5578  0.032
C33 -0.7389 2.9166 -0.1435  -0.221
O1 -0.0531 1.7347 -0.0064  -0.094
B1 0.9912 1.7270 -0.9951  -0.589
O2 0.8688 2.8944 -1.7394  0.137
C34 -0.1752 3.6131 -1.2037  -0.192
C35 -0.6700 4.8286 -1.6094  0.066
H32 -3.8965 8.1098 -0.8964  0.084
H33 -3.2878 7.2646 0.5246  0.086
H34 -4.3605 6.4332 -0.6143  0.086
H35 -3.1720 7.5918 -3.1499  0.084
H36 -3.5212 5.8651 -2.9681  0.090
H37 -1.9178 6.3972 -3.4835  0.076
H38 -1.6127 8.7539 -1.5327  0.084
H39 -0.3534 7.5469 -1.8024  0.078
H40 -0.9194 7.8703 -0.1626  0.092
H41 -3.1563 5.0467 0.6858  0.098
H42 -2.2459 2.8524 1.3802  0.126
H43 -0.2136 5.3471 -2.4421  0.127
O3 -1.5420 -2.5749 1.1351  0.061
B2 -0.9029 -1.3085 1.0762  -0.513
O4 -1.4964 -0.4871 2.0480  0.072
C36 -2.4132 -1.2341 2.7277  -0.214
C37 -3.2031 -0.8932 3.8023  0.014
C38 -4.0562 -1.8827 4.2908  -0.091
C39 -4.1099 -3.1466 3.7170  -0.098
C40 -3.3050 -3.4846 2.6291  -0.010
C41 -2.4587 -2.5050 2.1595  -0.222
H44 -3.1555 0.0936 4.2425  0.121
H45 -4.6935 -1.6603 5.1367  0.101
H46 -4.7911 -3.8826 4.1237  0.099
H47 -3.3461 -4.4627 2.1666  0.113

- E_tot: -77267.2875 eV
- Highest occupied orbital energy: -7.008 eV
- Frontier orbital gap: 6.78 eV
- Total charge: 0
- Energy above the lowest of the compared OMol25 structures with the same formula, charge and spin: 0.697 eV

***

# 2
This record from OMol25 describes 6 unconnected molecules or ions with the total composition C41H47F8N4O2. The level of theory is wB97M-V/def2-TZVPD.

Last column: Löwdin charge in e.
Positions of all 102 atoms, in Å:
C1 7.1916 2.8881 1.9701  0.018
C2 6.8105 2.6034 0.5400  -0.512
O1 6.2307 3.4634 -0.1090  0.052
N1 7.1371 1.3826 -0.0328  -0.090
C3 6.3971 1.1191 -1.2548  -0.050
C4 7.1722 0.2559 0.9086  -0.144
C5 5.8443 0.0503 1.6583  -0.167
C6 5.1402 -1.2879 1.4573  -0.148
C7 4.3625 -1.4202 0.1419  -0.110
N2 2.9107 -1.3360 0.3350  0.177
C8 2.2026 -0.2753 0.1879  -0.327
N3 0.8217 -0.4060 0.3744  0.171
N4 2.8190 0.9153 -0.1818  0.079
C9 2.9636 1.9612 0.8597  -0.103
C10 1.9339 3.0884 0.8258  -0.258
O2 2.3868 4.1065 1.6896  0.037
C11 1.7476 3.6625 -0.5789  -0.521
F1 0.9305 2.8362 -1.3072  0.118
F2 2.9290 3.7800 -1.2294  0.161
F3 1.1438 4.8752 -0.5170  0.132
H1 8.0305 2.3198 2.3452  0.082
H2 7.3548 3.9518 2.0486  0.093
H3 6.3262 2.6661 2.5897  0.085
H4 5.3197 1.2291 -1.1236  0.067
H5 6.6922 1.8323 -2.0112  0.099
H6 6.6290 0.1282 -1.6270  0.094
H7 7.9883 0.4082 1.6002  0.113
H8 7.4019 -0.6427 0.3456  0.123
H9 6.0204 0.1484 2.7247  0.119
H10 5.1455 0.8392 1.3967  0.077
H11 5.8175 -2.1260 1.5639  0.119
H12 4.4235 -1.3848 2.2702  0.117
H13 4.6299 -0.6944 -0.6101  0.096
H14 4.5556 -2.4010 -0.2758  0.134
H15 2.3891 -2.1684 0.5861  0.186
H16 0.4139 -0.5116 -0.5556  0.135
H17 0.4385 0.4560 0.7444  0.107
H18 2.4308 1.2671 -1.0475  0.133
H19 3.9531 2.4000 0.7581  0.100
H20 2.9507 1.4845 1.8338  0.144
H21 0.9910 2.7666 1.2526  0.162
H22 3.2673 4.3710 1.4047  0.113
F4 5.3154 9.7842 -2.4316  0.063
C12 4.1665 9.1285 -2.6736  -0.286
C13 3.8818 7.9896 -1.9478  -0.011
C14 2.6941 7.3180 -2.1975  -0.085
C15 1.8174 7.7849 -3.1669  -0.097
C16 2.1265 8.9306 -3.8868  -0.079
C17 3.3076 9.6139 -3.6391  -0.012
H23 4.5832 7.6408 -1.2016  0.117
H24 2.4547 6.4327 -1.6340  0.069
H25 0.8931 7.2565 -3.3610  0.099
H26 1.4467 9.2948 -4.6447  0.106
H27 3.5646 10.5122 -4.1837  0.120
F5 -0.5071 9.1724 4.2604  0.061
C18 -0.6148 8.8237 2.9648  -0.287
C19 -1.3033 9.6525 2.1020  -0.012
C20 -1.4070 9.2896 0.7674  -0.077
C21 -0.8332 8.1085 0.3171  -0.092
C22 -0.1490 7.2886 1.2037  -0.084
C23 -0.0321 7.6473 2.5389  -0.015
H28 -1.7479 10.5652 2.4748  0.120
H29 -1.9371 9.9319 0.0778  0.107
H30 -0.9183 7.8294 -0.7248  0.097
H31 0.2964 6.3711 0.8631  0.072
H32 0.5042 7.0272 3.2450  0.115
F6 -0.7284 -3.5563 -1.4342  0.035
C24 -1.3546 -3.9252 -0.2878  -0.286
C25 -2.0706 -5.1023 -0.2549  -0.004
C26 -2.6980 -5.4640 0.9288  -0.067
C27 -2.6070 -4.6452 2.0486  -0.080
C28 -1.8824 -3.4635 1.9890  -0.083
C29 -1.2453 -3.0995 0.8104  -0.042
H33 -2.1359 -5.7213 -1.1400  0.125
H34 -3.2584 -6.3834 0.9750  0.094
H35 -3.1024 -4.9306 2.9663  0.107
H36 -1.8137 -2.8233 2.8585  0.104
H37 -0.6714 -2.1884 0.7337  0.065
F7 -5.0878 -7.2373 -0.0189  0.030
C30 -5.7228 -6.8226 -1.1442  -0.290
C31 -5.9621 -7.7350 -2.1482  -0.033
C32 -6.6153 -7.3051 -3.2931  -0.074
C33 -7.0091 -5.9799 -3.4178  -0.089
C34 -6.7537 -5.0792 -2.3928  -0.083
C35 -6.1075 -5.5006 -1.2401  -0.023
H38 -5.6410 -8.7586 -2.0322  0.116
H39 -6.8197 -8.0088 -4.0880  0.110
H40 -7.5173 -5.6499 -4.3136  0.103
H41 -7.0584 -4.0461 -2.4892  0.104
H42 -5.9041 -4.8189 -0.4243  0.115
F8 -7.8793 -9.6308 -1.4638  0.047
C36 -8.5217 -9.9803 -0.3272  -0.275
C37 -9.2575 -11.1470 -0.3051  -0.016
C38 -9.9109 -11.5003 0.8662  -0.081
C39 -9.8264 -10.6857 1.9868  -0.095
C40 -9.0825 -9.5151 1.9385  -0.081
C41 -8.4187 -9.1561 0.7746  -0.013
H43 -9.3153 -11.7636 -1.1920  0.118
H44 -10.4877 -12.4142 0.9028  0.106
H45 -10.3404 -10.9636 2.8967  0.102
H46 -9.0185 -8.8773 2.8094  0.105
H47 -7.8280 -8.2512 0.7170  0.110

- E_tot: -75068.3896 eV
- Highest occupied orbital energy: -10.379 eV
- Frontier orbital gap: 6.40 eV
- Total charge: +1

***

Question: What is the E_tot in the first record?
Answer: -77267.2875 eV

***

Question: What is the formula in the second record?
Answer: C41H47F8N4O2

***

Question: Number 1 is which compound?
Answer: C41H47B2NO4S2Zr